{"formula": "C25H54Br22InN2O3", "method": "ωB97M-V/def2-TZVPD", "elements": ["C", "C", "N", "In", "O", "C", "O", "N", "O", "H", "H", "H", "H", "H", "H", "H", "H", "H", "H", "Br", "C", "C", "Br", "H", "H", "H", "H", "Br", "C", "C", "Br", "H", "H", "H", "H", "Br", "C", "C", "Br", "H", "H", "H", "H", "Br", "C", "C", "Br", "H", "H", "H", "H", "Br", "C", "C", "Br", "H", "H", "H", "H", "Br", "C", "C", "Br", "H", "H", "H", "H", "Br", "C", "C", "Br", "H", "H", "H", "H", "Br", "C", "C", "Br", "H", "H", "H", "H", "Br", "C", "C", "Br", "H", "H", "H", "H", "Br", "C", "C", "Br", "H", "H", "H", "H", "Br", "C", "C", "Br", "H", "H", "H", "H"], "positions_angstrom": [[-0.774, -0.700, 0.095], [-0.802, -1.952, -0.793], [-1.305, -3.147, -0.098], [-3.226, -3.750, -0.788], [-4.224, -4.575, 0.822], [-4.303, -1.876, -1.378], [-5.445, -1.539, -0.466], [-5.112, -0.423, 0.258], [-5.789, 0.509, 0.031], [-0.874, -1.021, 1.126], [-1.606, -0.036, -0.138], [0.150, -0.135, -0.010], [-1.413, -1.718, -1.671], [0.212, -2.142, -1.148], [-0.635, -3.893, -0.211], [-3.142, -4.842, -2.131], [-4.281, -3.871, 1.476], [-3.649, -1.007, -1.394], [-4.793, -1.948, -2.342], [1.597, 0.765, 2.804], [0.969, 0.131, 4.532], [1.351, -1.308, 4.727], [0.255, -2.550, 3.720], [-0.099, 0.318, 4.579], [1.484, 0.740, 5.274], [1.244, -1.587, 5.773], [2.380, -1.467, 4.419], [-5.370, -6.229, -3.660], [-4.776, -7.807, -4.618], [-5.137, -9.089, -3.915], [-4.015, -9.418, -2.361], [-3.702, -7.702, -4.742], [-5.263, -7.773, -5.591], [-4.986, -9.939, -4.575], [-6.162, -9.079, -3.561], [5.376, -1.887, 3.880], [5.095, 0.026, 4.076], [5.433, 0.507, 5.462], [4.081, -0.010, 6.765], [4.059, 0.217, 3.815], [5.741, 0.503, 3.343], [5.456, 1.595, 5.475], [6.376, 0.112, 5.826], [-8.075, -10.785, -5.962], [-9.410, -10.497, -4.575], [-9.992, -9.109, -4.631], [-8.748, -7.783, -3.958], [-8.918, -10.693, -3.629], [-10.181, -11.244, -4.750], [-10.874, -9.050, -3.996], [-10.251, -8.816, -5.643], [0.856, 2.960, -0.024], [2.608, 2.787, -0.857], [2.728, 1.505, -1.635], [2.974, -0.037, -0.475], [3.346, 2.850, -0.063], [2.705, 3.645, -1.519], [3.610, 1.543, -2.269], [1.850, 1.305, -2.241], [5.199, 3.898, -3.940], [6.379, 2.583, -4.742], [6.418, 1.303, -3.953], [7.464, 1.487, -2.325], [7.356, 3.049, -4.817], [5.977, 2.407, -5.738], [6.901, 0.518, -4.529], [5.429, 0.974, -3.654], [2.946, 2.667, -6.729], [2.731, 4.557, -7.102], [3.491, 4.974, -8.332], [5.408, 5.067, -8.010], [3.064, 5.086, -6.214], [1.665, 4.716, -7.245], [3.193, 5.973, -8.640], [3.351, 4.279, -9.154], [4.652, 3.472, 2.949], [2.883, 4.114, 3.439], [2.888, 4.763, 4.795], [3.028, 3.432, 6.212], [2.229, 3.250, 3.399], [2.594, 4.822, 2.666], [1.950, 5.285, 4.966], [3.721, 5.445, 4.928], [-3.224, 2.978, -1.761], [-4.520, 3.316, -0.354], [-4.615, 4.777, -0.015], [-3.082, 5.399, 1.017], [-4.221, 2.706, 0.491], [-5.469, 2.950, -0.735], [-5.483, 4.962, 0.613], [-4.661, 5.403, -0.899], [1.996, -0.210, 9.755], [3.246, 1.154, 10.337], [3.897, 0.808, 11.648], [2.695, 1.051, 13.157], [2.691, 2.085, 10.386], [3.995, 1.215, 9.549], [4.740, 1.468, 11.835], [4.226, -0.226, 11.678], [1.508, 4.127, -2.885], [0.161, 4.560, -1.547], [0.090, 6.035, -1.271], [1.587, 6.663, -0.196], [0.410, 3.980, -0.664], [-0.784, 4.211, -1.955], [-0.804, 6.258, -0.694], [0.100, 6.623, -2.183]], "atomic_forces_ev_per_a": [[-0.21, -0.14, -0.05], [0.05, -0.35, 0.31], [-0.16, 0.45, -0.13], [-0.03, -0.04, 0.17], [0.01, 0.14, -0.06], [0.11, -0.45, 0.67], [-0.43, 0.62, -0.30], [1.23, -0.48, 0.03], [-0.96, 0.19, 0.02], [0.05, 0.03, 0.22], [-0.15, 0.14, 0.05], [0.07, 0.08, -0.02], [0.11, 0.07, -0.29], [0.15, 0.03, -0.18], [0.06, -0.09, 0.04], [0.07, -0.17, -0.09], [-0.04, -0.12, 0.06], [0.10, 0.16, -0.12], [-0.04, 0.07, -0.22], [-0.25, -0.06, -0.01], [0.18, 0.14, 0.08], [-0.06, -0.25, 0.13], [0.01, 0.14, -0.11], [-0.04, -0.09, -0.06], [-0.03, 0.03, 0.00], [0.01, 0.03, 0.03], [0.03, -0.13, 0.07], [-0.05, -0.13, -0.02], [-0.10, 0.11, -0.04], [0.11, -0.05, 0.06], [-0.03, 0.02, 0.01], [0.02, -0.02, -0.02], [-0.02, -0.03, 0.00], [0.00, 0.01, -0.02], [-0.03, -0.01, -0.01], [-0.04, -0.03, 0.01], [0.07, -0.08, 0.05], [-0.06, 0.12, -0.03], [0.12, -0.09, 0.07], [0.04, 0.06, -0.04], [0.01, 0.00, 0.01], [-0.06, 0.01, 0.01], [0.02, -0.03, -0.02], [0.02, 0.01, 0.03], [0.00, -0.05, -0.07], [0.04, 0.08, 0.10], [0.00, 0.02, -0.08], [-0.01, -0.01, 0.03], [-0.01, 0.00, -0.02], [-0.01, -0.03, 0.01], [-0.04, -0.02, -0.02], [6.18, -15.00, 11.10], [1.37, -0.37, 1.18], [-0.12, -0.19, 0.25], [0.10, 0.02, -0.09], [-0.11, -0.21, 0.29], [0.90, -0.72, 1.51], [0.01, 0.15, -0.01], [0.02, -0.01, -0.01], [0.01, 0.11, 0.15], [-0.13, 0.04, -0.14], [0.11, -0.02, 0.06], [-0.06, 0.00, 0.03], [0.03, -0.01, -0.01], [-0.02, -0.02, 0.00], [0.01, 0.01, -0.02], [-0.03, -0.03, -0.03], [-0.02, -0.09, -0.02], [0.01, -0.05, 0.08], [0.08, 0.05, 0.01], [-0.01, -0.04, -0.02], [0.00, 0.03, 0.02], [-0.02, -0.01, -0.01], [0.00, 0.02, 0.02], [-0.03, 0.00, -0.03], [0.00, -0.02, -0.07], [0.02, 0.06, -0.04], [-0.05, -0.02, 0.09], [0.03, 0.04, -0.04], [-0.03, -0.01, -0.03], [0.03, 0.07, -0.01], [-0.02, -0.01, -0.01], [0.00, 0.03, -0.01], [-0.04, -0.05, 0.02], [0.06, -0.05, -0.07], [0.01, 0.01, 0.05], [0.02, 0.00, -0.03], [-0.04, -0.02, 0.03], [-0.01, 0.01, 0.01], [0.00, -0.01, 0.03], [-0.02, 0.01, -0.02], [-0.08, 0.00, 0.04], [0.01, -0.04, -0.12], [-0.02, 0.05, 0.07], [0.00, -0.04, -0.01], [0.01, 0.03, 0.01], [0.02, -0.01, 0.00], [0.00, 0.02, -0.01], [0.03, -0.02, -0.01], [-2.14, 1.67, -3.48], [-2.38, 6.07, -4.93], [-0.41, -0.30, -0.84], [0.33, 0.05, 0.19], [-3.43, 8.62, -5.29], [-0.05, 0.04, -0.08], [-0.02, -0.03, 0.00], [0.06, 0.35, 0.08]], "lowdin_charge": [-0.13, -0.42, -0.20, 0.65, -0.44, -0.23, -0.22, -0.09, 0.01, 0.03, 0.05, -0.03, 0.06, 0.08, -0.01, -0.12, -0.07, 0.01, 0.03, 0.69, -0.65, -0.75, 0.66, 0.06, 0.01, 0.05, -0.01, 0.60, -0.70, -0.74, 0.61, 0.05, 0.05, 0.04, -0.01, 0.63, -0.73, -0.67, 0.62, -0.03, 0.04, 0.01, 0.05, 0.61, -0.69, -0.70, 0.66, 0.05, 0.05, 0.06, 0.05, 1.04, -0.64, -0.68, 0.66, 0.05, -0.12, 0.03, 0.05, 0.61, -0.69, -0.69, 0.61, 0.05, 0.03, 0.06, 0.04, 0.61, -0.69, -0.69, 0.60, 0.03, 0.06, 0.06, 0.05, 0.65, -0.69, -0.67, 0.63, -0.04, 0.05, 0.06, 0.05, 0.68, -0.70, -0.68, 0.63, 0.05, 0.05, 0.06, 0.05, 0.60, -0.71, -0.70, 0.60, 0.05, 0.02, 0.06, 0.05, 0.79, -0.80, -0.67, 0.60, -0.49, 0.00, 0.01, 0.04], "charge": -1, "e_tot_ev": -1582023.9996}



{"formula": "C25H33O2SeSn", "method": "ωB97M-V/def2-TZVPD", "elements": ["O", "C", "C", "H", "H", "C", "H", "H", "C", "H", "H", "H", "C", "H", "H", "H", "Sn", "C", "C", "C", "H", "C", "C", "H", "H", "H", "H", "C", "C", "C", "H", "C", "C", "H", "H", "H", "H", "O", "C", "C", "H", "H", "C", "H", "H", "C", "H", "H", "H", "H", "Se", "C", "C", "C", "C", "C", "C", "H", "H", "H", "H", "H"], "positions_angstrom": [[-0.165, -0.395, -5.424], [-0.131, 0.863, -6.186], [0.119, 0.313, -7.564], [0.714, 1.463, -5.871], [-1.076, 1.401, -6.094], [0.122, -0.986, -6.751], [1.075, 0.585, -8.039], [-0.727, 0.393, -8.253], [1.464, -1.655, -6.839], [2.274, -0.950, -6.629], [1.596, -1.982, -7.876], [1.510, -2.538, -6.195], [-0.978, -1.842, -7.304], [-1.900, -1.261, -7.389], [-1.122, -2.746, -6.715], [-0.682, -2.131, -8.322], [-0.563, -0.703, -2.320], [-2.866, -0.780, 0.669], [-2.514, 0.603, 0.650], [-2.610, 1.042, -0.696], [-2.265, 1.238, 1.521], [-3.273, 0.020, -1.464], [-3.370, -1.129, -0.624], [-3.740, -2.112, -0.937], [-2.819, -1.471, 1.521], [-2.304, 2.034, -1.033], [-3.692, 0.135, -2.472], [1.195, -1.873, 0.548], [0.550, -2.795, -0.293], [1.114, -2.652, -1.603], [-0.172, -3.557, 0.020], [2.138, -1.653, -1.529], [2.196, -1.191, -0.192], [2.960, -0.507, 0.181], [0.992, -1.717, 1.609], [0.872, -3.283, -2.451], [2.805, -1.359, -2.337], [2.455, 2.739, -5.014], [1.979, 1.877, -3.858], [0.473, 2.156, -3.545], [2.557, 2.170, -2.954], [2.201, 0.821, -4.104], [0.388, 3.593, -4.040], [0.310, 2.071, -2.462], [-0.167, 1.429, -4.062], [1.628, 3.913, -4.974], [0.542, 4.161, -3.105], [-0.554, 3.846, -4.557], [2.227, 4.753, -4.537], [1.297, 4.161, -6.016], [0.965, 1.344, 0.236], [1.121, 1.335, 2.085], [0.377, 0.426, 2.884], [0.555, 0.338, 4.260], [1.476, 1.189, 4.899], [2.208, 2.130, 4.148], [2.015, 2.211, 2.768], [-0.325, -0.230, 2.377], [-0.024, -0.402, 4.828], [1.596, 1.118, 5.982], [2.919, 2.794, 4.663], [2.587, 2.945, 2.208]], "atomic_forces_ev_per_a": [[0.27, 0.36, -2.53], [-0.16, 1.86, 0.70], [-0.01, -0.22, 0.51], [-0.15, 0.19, 0.16], [0.11, 0.08, 0.25], [0.33, -1.14, -1.31], [-0.46, -0.04, 0.27], [0.32, 0.03, 0.06], [0.22, -0.38, 0.16], [-0.09, -0.18, 0.28], [0.02, -0.05, 0.09], [0.20, 0.16, 0.06], [-0.22, -0.51, 0.12], [-0.04, -0.25, 0.23], [-0.24, -0.10, 0.07], [-0.10, -0.01, 0.21], [0.09, -0.25, 2.23], [-0.65, 0.39, -0.39], [0.07, -0.79, -0.44], [-0.78, 0.14, 0.34], [0.30, -0.64, -0.77], [1.29, 0.00, -0.05], [0.53, -0.17, 0.32], [0.04, 0.45, 0.24], [-0.06, 0.46, -0.38], [-0.39, -0.21, 0.03], [0.29, -0.09, 0.38], [0.61, -0.44, 0.18], [-0.10, 0.39, 0.13], [-0.78, 0.53, -0.26], [0.16, 0.51, -0.24], [-0.01, 0.13, 0.28], [0.32, -1.12, -0.54], [-0.59, -0.29, -0.10], [0.09, -0.16, -0.52], [0.24, -0.12, 0.01], [-0.14, -0.10, 0.16], [-1.70, -0.97, 1.57], [0.78, 0.23, 0.06], [1.42, -0.47, -0.94], [-0.15, -0.23, -0.61], [-0.05, 0.61, 0.00], [0.28, 0.99, 0.16], [0.02, 0.19, -0.23], [0.13, 0.60, 0.31], [-0.31, -0.25, 0.28], [-0.55, 0.34, -0.65], [0.34, 0.00, 0.52], [-0.55, -0.50, -0.50], [0.41, -0.12, 0.81], [-0.32, 1.37, -1.34], [-0.04, -0.05, 1.52], [0.30, 0.22, -0.28], [0.39, 0.47, 0.04], [-0.15, -0.11, -0.03], [-0.54, -0.46, 0.16], [-0.13, -0.44, 0.05], [0.03, 0.14, 0.11], [0.28, 0.38, -0.17], [0.07, 0.07, -0.30], [-0.36, -0.29, -0.35], [-0.11, -0.14, -0.11]], "lowdin_charge": [-0.17, -0.18, -0.08, 0.09, 0.13, -0.59, 0.12, 0.11, -0.02, 0.09, 0.09, 0.09, -0.03, 0.09, 0.09, 0.09, 1.44, -0.18, -0.19, -0.28, 0.09, -0.33, -0.24, 0.07, 0.08, 0.07, 0.07, -0.19, -0.19, -0.39, 0.09, -0.26, -0.28, 0.07, 0.08, 0.06, 0.08, -0.19, -0.14, -0.26, 0.12, 0.11, -0.15, 0.02, 0.01, -0.20, 0.11, 0.11, 0.12, 0.11, 0.61, -0.69, -0.17, -0.12, -0.14, -0.13, -0.16, 0.07, 0.10, 0.08, 0.09, 0.08], "charge": -1, "de_lowest_kcal_mol": 13.4, "e_tot_ev": -101727.9627}



{"formula": "C5H11N2O", "method": "ωB97M-V/def2-TZVPD", "elements": ["O", "C", "C", "C", "C", "C", "N", "N", "H", "H", "H", "H", "H", "H", "H", "H", "H", "H", "H"], "positions_angstrom": [[-0.070, 3.103, -1.933], [0.116, 3.177, -0.754], [0.276, 1.929, 0.085], [0.496, 0.700, -0.812], [0.900, -0.549, -0.077], [0.020, -1.114, 0.761], [-2.705, -2.849, 1.146], [2.093, -1.032, -0.480], [0.168, 4.172, -0.289], [1.120, 2.069, 0.766], [-0.626, 1.888, 0.707], [-0.467, 0.518, -1.297], [1.200, 0.935, -1.608], [0.225, -1.417, 1.792], [-2.924, -3.053, 2.093], [-2.581, -3.619, 0.516], [-2.077, -2.079, 1.021], [2.393, -0.828, -1.427], [2.444, -1.952, -0.211]], "atomic_forces_ev_per_a": [[0.00, -0.17, -0.50], [0.02, 0.10, -0.39], [0.54, 0.25, 0.54], [-1.46, 0.94, 0.16], [1.40, 0.99, -1.56], [0.72, -1.39, 0.54], [-0.21, 0.56, -0.52], [-0.54, -1.26, -0.02], [0.00, -0.14, 0.46], [-0.03, 0.07, 0.05], [0.03, -0.31, 0.01], [0.18, -0.24, -0.10], [0.28, -0.06, 0.14], [-0.56, 0.65, 0.22], [-0.03, -0.36, 0.42], [0.09, -0.12, 0.16], [0.01, -0.21, -0.06], [-0.10, 0.46, 0.07], [-0.31, 0.25, 0.40]], "lowdin_charge": [0.09, -0.24, -0.13, -0.11, -0.33, 0.40, 0.04, 0.23, 0.14, 0.13, 0.14, 0.15, 0.14, 0.12, 0.01, 0.01, -0.07, 0.14, 0.15], "charge": 1, "de_lowest_kcal_mol": 143.4, "e_tot_ev": -10379.3852}



{"formula": "C15H8Cl5CrIN2O5", "method": "ωB97M-V/def2-TZVPD", "elements": ["Cr", "O", "C", "O", "C", "C", "C", "C", "C", "N", "C", "O", "O", "H", "H", "H", "H", "Cl", "C", "C", "C", "Cl", "C", "Cl", "C", "Cl", "C", "Cl", "N", "C", "O", "C", "I", "H", "H", "H", "H"], "positions_angstrom": [[-0.791, -0.378, 0.054], [3.008, 1.152, 1.126], [1.897, 0.514, 0.850], [0.845, 1.059, 0.542], [1.963, -0.966, 0.907], [3.049, -1.767, 1.197], [2.873, -3.147, 1.114], [1.643, -3.674, 0.741], [0.613, -2.791, 0.466], [0.788, -1.482, 0.563], [-0.787, -3.132, 0.004], [-1.183, -4.251, -0.102], [-1.494, -2.026, -0.266], [2.880, 2.108, 1.018], [3.999, -1.329, 1.467], [3.701, -3.807, 1.329], [1.472, -4.737, 0.650], [-2.893, 0.746, -0.897], [-1.674, 0.922, -2.152], [-0.480, 0.340, -1.794], [0.550, 0.425, -2.712], [2.089, -0.278, -2.329], [0.373, 1.061, -3.943], [1.659, 1.149, -5.071], [-0.864, 1.636, -4.256], [-1.094, 2.422, -5.756], [-1.919, 1.574, -3.344], [-3.449, 2.264, -3.676], [-2.229, 1.028, 3.734], [-1.735, 1.190, 2.520], [-1.323, 0.201, 1.879], [-1.722, 2.560, 1.897], [-1.296, 4.154, 3.236], [-2.288, 0.101, 4.126], [-2.492, 1.822, 4.297], [-2.707, 2.753, 1.475], [-0.982, 2.584, 1.105]], "atomic_forces_ev_per_a": [[0.12, 0.00, 0.03], [0.01, -0.02, 0.03], [-0.02, -0.01, -0.07], [0.02, 0.01, 0.02], [-0.01, 0.03, 0.00], [0.01, 0.00, 0.02], [-0.02, -0.01, -0.01], [0.04, 0.01, 0.01], [-0.02, -0.01, 0.00], [0.03, -0.03, -0.03], [0.01, 0.02, -0.01], [0.00, -0.01, 0.00], [-0.05, -0.05, -0.03], [-0.01, 0.02, 0.00], [0.00, 0.00, 0.00], [0.00, 0.00, 0.00], [-0.01, 0.00, 0.00], [-0.12, 0.02, 0.03], [0.14, -0.05, -0.03], [-0.09, 0.04, 0.07], [0.03, 0.00, -0.02], [0.02, -0.01, 0.00], [0.03, -0.03, 0.04], [0.01, -0.01, 0.00], [-0.02, 0.01, 0.00], [-0.01, 0.01, -0.02], [-0.06, 0.03, -0.03], [-0.02, 0.01, 0.00], [-0.02, 0.01, 0.05], [0.07, -0.03, -0.01], [-0.07, 0.09, 0.01], [-0.01, -0.04, -0.01], [0.01, -0.01, -0.01], [0.00, 0.00, -0.01], [-0.01, -0.01, -0.01], [0.00, 0.02, -0.01], [-0.01, -0.01, 0.00]], "lowdin_charge": [0.76, 0.20, -0.44, 0.04, -0.18, 0.05, 0.01, 0.07, -0.12, 0.07, -0.48, 0.18, -0.12, 0.16, 0.14, 0.13, 0.14, 0.83, -0.62, -0.26, -0.65, 0.76, -0.69, 0.72, -0.69, 0.73, -0.70, 0.74, 0.20, -0.56, -0.07, -0.58, 0.91, 0.14, 0.07, 0.06, 0.04], "charge": 1, "s_squared": 0.7676, "de_lowest_kcal_mol": 0.1, "multiplicity": 2, "e_tot_ev": -128032.6096}